Model a:
{
  "formula": "C30H42HgN10O3PS4",
  "method": "ωB97M-V/def2-TZVPD",
  "spin_multiplicity": 2,
  "total_charge": 2,
  "s_squared": 0.77,
  "e_lumo_ev": [-4.923, -5.595],
  "homo_energy_ev": [-12.37, -12.37],
  "gap_ev": [7.44, 6.77],
  "symbols": ["N", "H", "N", "H", "Hg", "C", "N", "C", "H", "H", "C", "H", "C", "C", "C", "N", "C", "C", "H", "H", "N", "C", "H", "P", "N", "C", "O", "C", "H", "H", "H", "H", "C", "N", "H", "C", "H", "H", "H", "H", "H", "N", "H", "H", "C", "C", "H", "H", "H", "C", "H", "O", "C", "H", "N", "C", "H", "S", "C", "S", "C", "H", "H", "S", "C", "H", "C", "H", "N", "C", "C", "H", "C", "C", "H", "H", "C", "H", "H", "H", "C", "O", "H", "H", "H", "H", "S", "H", "C", "C", "H"],
  "xyz": [[-4.66165, -1.34835, 0.67379], [-2.37268, -3.14819, -3.44590], [-0.22386, -1.02017, -3.89235], [-1.25971, -6.99784, -4.90646], [-0.14702, -0.24797, 0.64552], [3.50827, 0.03236, 0.66107], [1.03661, -0.56442, -3.91191], [-1.87505, -5.13367, -4.06144], [3.11352, -0.15879, 1.65953], [-2.48816, 4.51486, 1.36019], [-6.12085, -5.83930, 1.69819], [-1.82726, 3.74330, -3.13558], [-4.98891, -4.04547, -0.07499], [-6.20199, -4.47500, 1.94035], [2.27852, 3.11487, 2.57184], [-3.13172, 3.72017, 1.23497], [3.44358, 1.51024, 0.30063], [-5.74941, -2.07753, 1.30514], [-6.57994, -6.53306, 2.38855], [-3.45004, 0.57858, -1.45921], [-2.66636, -0.75633, 0.03484], [-5.64509, -3.56786, 1.04673], [-6.71039, -4.11968, 2.82852], [-1.50641, 3.29652, -0.71004], [-4.86137, -0.45295, -0.30481], [-1.13255, -5.92472, -4.93648], [-0.82844, 4.59432, -0.48307], [-0.81187, -1.63820, -5.07934], [-1.13691, -3.86886, 2.10507], [3.68509, -3.02836, -0.45791], [-3.91270, 2.63487, -0.42220], [1.45073, 3.81161, 2.51613], [-0.75727, -0.81653, -2.68336], [-3.82182, -7.08510, -1.80169], [0.56295, -3.48065, -6.54882], [1.64842, -3.58278, -0.37497], [0.12709, -2.90010, 3.92847], [1.32109, -2.18125, 2.84814], [-0.18956, -1.34244, -5.92000], [-4.55449, -3.36622, -0.79714], [-5.72462, -1.88840, 2.37900], [-2.96908, -7.00412, -2.86241], [-2.63355, 2.89833, 1.60486], [0.58899, 2.29102, -2.21711], [-3.35061, -1.52483, 0.86572], [-0.88762, -3.14642, -5.00167], [3.13448, 1.58534, 3.83717], [4.20805, 2.06910, 0.84040], [4.54190, -0.31088, 0.60193], [-4.86814, -5.41502, -0.29744], [-1.81295, -1.22642, -5.21542], [-3.43339, -4.96897, -2.20494], [1.22976, -0.10570, -2.70032], [0.32589, -5.92882, -6.49910], [0.13418, -0.22657, -1.89926], [-2.75370, -5.74774, -3.08185], [1.85509, -4.59725, -0.03309], [-0.05669, -3.21418, 0.14223], [2.24329, 2.12894, 3.55405], [2.55797, -0.93406, -0.56487], [-0.12747, -3.93875, -5.85172], [-5.36924, -7.37916, 0.38778], [-3.99578, 3.88413, 1.75134], [1.85483, 2.31769, 0.63349], [-1.75960, -3.74828, -4.10743], [1.31324, 1.82243, 4.00198], [2.78530, -2.65471, 0.03184], [-1.66627, 1.98509, -2.84965], [0.14983, 3.09709, -2.67573], [-0.10152, -3.57498, 1.93308], [-1.33786, 2.97417, -2.54260], [0.41325, 3.93591, -2.12243], [-3.64369, -0.12124, -0.66325], [-0.25851, -5.32132, -5.82241], [1.58174, -3.59256, -1.46382], [3.24085, 3.54049, 2.31314], [0.28047, -2.48947, 2.92892], [0.54140, -4.44468, 2.08238], [3.62517, 1.63852, -0.76775], [0.48803, 3.17982, -3.63421], [-5.45285, -6.31967, 0.58478], [-1.05412, 2.08500, 0.03722], [-1.76367, -1.07067, -2.39634], [-3.74852, 4.40006, -0.69368], [2.96179, -2.63531, 1.10550], [-6.67630, -1.67452, 0.89863], [-0.73909, -0.99190, 2.86844], [2.17027, 0.30669, -2.37003], [-3.30371, 3.51664, -0.24312], [-4.08159, -5.87381, -1.42854], [-2.93935, -2.18422, 1.60754]]
}

=====

Model b:
{
  "formula": "C30H42HgN10O3PS4",
  "method": "ωB97M-V/def2-TZVPD",
  "spin_multiplicity": 2,
  "total_charge": 2,
  "s_squared": 0.76,
  "e_lumo_ev": [-4.699, -4.965],
  "homo_energy_ev": [-12.64, -12.64],
  "gap_ev": [7.94, 7.67],
  "symbols": ["H", "H", "H", "H", "H", "C", "N", "H", "H", "H", "C", "S", "C", "N", "H", "C", "C", "H", "H", "C", "S", "C", "C", "H", "H", "H", "H", "H", "C", "O", "C", "H", "H", "N", "N", "N", "C", "C", "H", "H", "C", "S", "H", "H", "C", "C", "H", "C", "H", "C", "H", "N", "H", "H", "O", "C", "C", "H", "Hg", "H", "C", "C", "H", "C", "H", "C", "H", "C", "H", "S", "C", "H", "C", "C", "N", "N", "H", "N", "H", "C", "C", "O", "N", "H", "H", "H", "H", "C", "H", "H", "P"],
  "xyz": [[-6.17132, -0.97760, 1.26463], [-5.30689, -0.30652, 2.64534], [-4.40423, 1.69211, -1.93363], [-2.11308, 3.25227, 1.76045], [-2.64326, 0.53246, 1.66067], [-4.43482, -2.10559, 1.85595], [1.80389, 5.43055, -0.93146], [4.46354, 4.23574, 2.53952], [1.65434, 6.08581, -0.14509], [-3.60241, 3.99101, 1.57035], [0.03364, -1.75654, -4.29794], [0.91654, -2.17319, 0.36795], [2.56628, -2.80844, -0.02907], [-0.65045, -5.43219, -1.17694], [5.77726, 0.05611, 1.23984], [-0.89200, -4.30124, -1.73904], [-2.96568, -3.83564, 1.04642], [0.53111, 4.11929, -2.03872], [-3.45821, -2.06882, -0.05995], [0.58946, -4.42883, -3.73422], [3.36806, 2.90116, 0.88720], [-0.58591, -2.39171, -3.23384], [-4.00078, -4.06559, 3.19439], [1.85460, -4.36207, -5.45810], [2.61445, -3.84247, 0.31530], [1.25732, -3.45107, 2.34268], [4.28979, 0.42714, 2.14583], [4.67732, -2.54261, 0.14543], [-3.16806, -4.57071, 2.21011], [-0.07898, 5.81261, 1.06697], [1.17300, -3.80828, -4.82725], [2.59070, -2.83706, -1.12075], [2.36882, 4.64887, -0.55947], [0.98007, 1.13173, -1.41182], [-5.13301, 0.48698, -0.39177], [-3.08048, 1.40494, -0.25124], [4.92698, 1.97778, 0.77330], [-0.29702, -3.71085, -2.93271], [5.26830, 2.05225, -0.25991], [3.80470, -2.04887, 1.59324], [-3.31645, 0.67167, 0.82796], [0.50386, 0.20319, 2.98957], [-0.03114, 5.81512, -1.87425], [2.32760, 5.89142, -1.67525], [3.52927, 3.68147, 2.59913], [1.31003, -1.42377, 3.08412], [2.85713, 1.92395, -2.11755], [-0.22773, -0.28514, -4.49202], [4.41779, 2.24703, 4.02915], [-3.60303, -2.60971, 0.86728], [-2.28464, 4.86414, 2.10536], [-1.41359, -5.45813, -0.01634], [1.13955, -1.74716, 4.11298], [-1.29426, -0.06251, -4.49180], [-1.78912, -3.55927, -1.04777], [-4.23035, 1.24631, -0.96663], [-4.62349, -2.83692, 3.02374], [1.39562, -1.98277, -5.94119], [1.09393, 0.85412, 0.80787], [2.68223, 4.36630, 2.60917], [-5.18099, -0.80085, 1.68197], [0.43706, 4.97151, -1.37089], [-1.28402, -1.85578, -2.60264], [3.50074, 2.68303, 3.66003], [0.21760, 0.10106, -5.40462], [1.91884, 1.44419, -2.34435], [5.66830, 2.48156, 1.39360], [0.03275, 0.51516, -2.11161], [-0.30209, -2.64586, 2.32904], [3.79667, -0.32864, -0.08225], [4.78964, 0.51386, 1.17944], [-0.87216, 0.09648, -1.70262], [0.76377, -2.49620, 2.14611], [-2.17723, 4.44676, 0.06727], [-4.53729, 0.13217, 0.76312], [0.40308, 0.45516, -3.38586], [-2.65898, 5.37608, -0.22740], [-2.59449, 4.11600, 1.47427], [-4.16625, -4.63050, 4.10161], [-2.05958, -4.34455, 0.02032], [3.77597, -2.04513, 0.50497], [0.07955, 3.23959, 0.70570], [1.60061, 1.05442, -3.55108], [0.80181, -5.46256, -3.49674], [-2.67247, -5.52447, 2.33063], [-2.48392, 3.61767, -0.56576], [-5.26817, -2.45031, 3.80428], [0.90663, -2.46971, -5.10647], [2.56396, 2.30657, 4.04142], [2.38489, -1.30266, 2.96690], [-0.35102, 4.59367, 0.25540]]
}

=====

Which of them is the most stable, and which is the least stable? model b and model a, in that order.

=====

Model a:
{
  "formula": "C3H9O2",
  "method": "ωB97M-V/def2-TZVPD",
  "total_charge": -1,
  "e_lumo_ev": 3.637,
  "homo_energy_ev": -2.12,
  "gap_ev": 5.76,
  "symbols": ["H", "H", "C", "C", "H", "O", "O", "H", "H", "H", "H", "H", "C", "H"],
  "xyz": [[2.32707, -0.30546, 0.85245], [-0.66984, 0.70618, -1.06507], [0.39493, 0.62044, 0.80353], [1.81248, 0.52382, 1.35093], [1.78190, 0.32769, 2.43066], [1.07966, 1.78198, -1.19481], [-3.60056, -2.41007, -1.81352], [-2.69443, -2.70569, -1.67656], [2.38202, 1.42581, 1.15145], [-3.66899, -1.63952, -1.23306], [-0.16698, 1.47653, 1.19239], [-0.15585, -0.28687, 1.08082], [0.40168, 0.73315, -0.72982], [0.77691, -0.24797, -1.14939]]
}

=====

Model b:
{
  "formula": "C3H9O2",
  "method": "ωB97M-V/def2-TZVPD",
  "total_charge": -1,
  "e_lumo_ev": 3.502,
  "homo_energy_ev": -2.17,
  "gap_ev": 5.68,
  "symbols": ["H", "H", "H", "H", "O", "O", "C", "C", "H", "C", "H", "H", "H", "H"],
  "xyz": [[-0.62699, 0.68226, 1.95915], [1.58016, -0.62368, 0.33237], [1.90541, 0.07197, 1.90328], [-0.00402, 1.33402, -0.91161], [-0.34072, 2.81155, 0.59295], [-1.71255, -2.09602, -3.18554], [1.14755, -0.39656, 1.29977], [0.19164, 1.68804, 0.15774], [-1.83334, -1.18087, -2.89707], [-0.14044, 0.38338, 1.02726], [0.97687, -1.42071, 1.67335], [-0.64842, -0.28639, 0.32334], [-1.82902, -2.62502, -2.39047], [1.33387, 1.65803, 0.11547]]
}

=====

Which of them is the most stable, and which is the least stable? model a and model b, in that order.

=====

Model a:
{
  "formula": "C3H9O2",
  "method": "ωB97M-V/def2-TZVPD",
  "total_charge": -1,
  "e_lumo_ev": 3.973,
  "homo_energy_ev": -2.32,
  "gap_ev": 6.29,
  "symbols": ["O", "H", "H", "H", "H", "H", "H", "C", "H", "O", "C", "H", "H", "C"],
  "xyz": [[2.55844, 3.13204, 0.05252], [2.50115, 2.19009, 0.23972], [-1.25029, -1.51572, -1.23911], [0.41443, -0.93543, 1.20254], [-0.18945, -2.92654, -0.69032], [0.51965, -1.46138, -1.44940], [-0.21277, 0.90481, -0.38573], [-0.42957, -1.06408, 0.49523], [1.76518, 3.50779, 0.39749], [-2.20459, 0.38076, -0.40468], [-1.00567, 0.36403, 0.19717], [-1.02455, 0.81107, 1.22574], [-1.16014, -1.53671, 1.17133], [-0.28181, -1.85072, -0.81248]]
}

=====

Model b:
{
  "formula": "C3H9O2",
  "method": "ωB97M-V/def2-TZVPD",
  "total_charge": -1,
  "e_lumo_ev": 4.209,
  "homo_energy_ev": -2.77,
  "gap_ev": 6.98,
  "symbols": ["H", "H", "O", "H", "H", "H", "H", "H", "C", "H", "C", "C", "O", "H"],
  "xyz": [[-0.20636, -0.30451, 2.97805], [-1.30190, 2.01103, -0.75823], [0.17065, -0.69712, -1.47789], [-0.45816, -1.74317, 0.15403], [-0.77954, 0.51365, 0.94260], [1.38725, -1.47698, -0.12550], [0.76470, -1.36088, 2.37643], [-0.56373, 0.84006, -1.58462], [0.24475, 0.21089, 0.81207], [1.44330, 0.25829, 2.71280], [0.35721, -1.06813, -0.21324], [0.62004, -0.26004, 2.24050], [-1.25345, 1.57599, -1.61728], [0.89615, 0.99878, 0.40098]]
}

=====

Which of them is the most stable, and which is the least stable? model b and model a, in that order.

=====

Model a:
{
  "formula": "C3H11NOS2",
  "method": "ωB97M-V/def2-TZVPD",
  "smiles": "CSSCCN.O",
  "e_lumo_ev": 0.763,
  "homo_energy_ev": -8.74,
  "gap_ev": 9.50,
  "symbols": ["S", "S", "H", "C", "H", "C", "H", "H", "H", "H", "O", "H", "H", "H", "N", "H", "C", "H"],
  "xyz": [[-0.21324, 0.71149, 0.30562], [1.36023, -0.16282, -0.67772], [0.09247, 4.72261, 1.96053], [0.12854, -2.73207, -0.73894], [-1.54512, -3.35747, 0.24500], [-1.69267, 0.49936, -0.69934], [-0.88096, 5.39694, 2.91897], [2.20765, -2.24490, -0.79776], [0.41293, -3.77881, -0.68387], [-0.87979, -2.03320, 0.89003], [-0.84263, 4.95808, 2.05983], [1.50553, -2.10700, 0.82119], [0.00159, -2.50278, -1.78570], [-1.49242, -0.27338, -1.44549], [-1.09646, -2.48501, 0.01185], [-2.04094, 1.39468, -1.19284], [1.32215, -1.92745, -0.24047], [-2.44911, 0.08747, -0.05011]]
}

=====

Model b:
{
  "formula": "C3H11NOS2",
  "method": "ωB97M-V/def2-TZVPD",
  "smiles": "CNCCSS.O",
  "e_lumo_ev": 0.008,
  "homo_energy_ev": -8.39,
  "gap_ev": 8.40,
  "symbols": ["H", "S", "H", "H", "S", "H", "H", "C", "H", "O", "H", "C", "H", "H", "N", "C", "H", "H"],
  "xyz": [[-1.59919, -1.88961, 1.61970], [1.75499, -0.41805, -1.92873], [2.98662, 0.88136, -0.17790], [-1.01775, -0.48112, -0.05801], [0.55045, 1.31777, -2.52737], [-0.03157, -1.69185, 2.40870], [-1.31617, -0.48159, 2.51156], [2.16762, -0.02364, -0.12369], [-0.29147, 0.89041, -3.39618], [-2.29767, 0.47644, -1.29961], [-3.18031, 0.93031, -1.17080], [0.84508, 0.35752, 0.69670], [0.41696, 1.35508, 0.39512], [-1.68060, 1.16280, -1.57261], [-0.25815, -0.66924, 0.52815], [-0.81243, -1.18844, 1.86509], [2.54054, -0.93184, 0.42352], [1.22303, 0.40369, 1.80637]]
}

=====

Which of them is the most stable, and which is the least stable? model a and model b, in that order.